9
Properties=species:S:1:pos:R:3 method="wB97M-V/def2-TZVPD" smiles="N#[N+][S-].O=C=O.C#N" relative_energy_kj_mol=0.00 homo_energy_ha=-0.359
N 1.511 3.323 -1.272
N 0.789 4.076 -0.844
S -0.200 5.052 -0.271
O 0.300 -0.606 -2.084
C -0.073 0.274 -2.714
O -0.456 1.143 -3.348
C -0.240 0.184 0.738
N -0.446 1.300 0.823
H -0.051 -0.854 0.667

9
Properties=species:S:1:pos:R:3 method="wB97M-V/def2-TZVPD" smiles="O=CN=C=NON=O" relative_energy_kj_mol=728.97 homo_energy_ha=-0.392
O 0.218 -0.291 -1.631
C 0.239 -0.001 -0.507
N -0.099 1.182 0.066
C -1.035 1.981 -0.001
N -1.643 3.013 0.069
O -2.866 3.230 0.732
N -3.556 2.150 0.978
O -3.138 1.066 0.650
H 0.577 -0.859 0.283

8
Properties=species:S:1:pos:R:3 method="wB97M-V/def2-TZVPD" smiles="S=c1cnnno1" relative_energy_kj_mol=233.67 homo_energy_ha=-0.346
S 0.969 0.431 -2.368
C 0.446 0.343 -0.753
C -0.797 -0.389 -0.308
N -0.914 -0.813 0.841
N -0.321 0.068 1.790
N 0.619 0.747 1.677
O 1.323 0.740 0.206
H -1.324 -1.128 -1.085

9
Properties=species:S:1:pos:R:3 method="wB97M-V/def2-TZVPD" smiles="S=c1nc(S)nno1" relative_energy_kj_mol=49.82 homo_energy_ha=-0.342
S 2.667 -0.827 -0.006
C 1.212 -0.122 0.016
N 0.003 -0.793 0.010
C -1.050 -0.077 -0.004
S -2.614 -0.851 -0.002
N -1.095 1.347 -0.002
N -0.028 1.970 -0.003
O 1.165 1.263 0.002
H -3.309 0.270 0.001